DFT (ωB97M-V/def2-TZVPD) results for an isolated molecule of C23H31N3O3.

Total charge: 0
2S+1: 1
Electronic energy in eV: -34967.481
Kohn-Sham gap in eV: 8.92
LUMO in hartree: 0.012

```
60
Properties=species:S:1:pos:R:3:forces:R:3
C -2.191782 0.331102 1.085771 0.2 0.1 -0.4
C -1.607386 1.273306 0.050657 -0.1 0.4 0.5
O -1.254037 0.512301 -1.107394 -0.2 -0.4 0.0
C -0.572371 1.145061 -2.056733 0.2 0.2 -0.2
O -0.289414 2.316394 -1.995857 0.0 0.1 0.0
C -0.179861 0.261580 -3.240677 0.1 0.0 -0.3
C -0.888005 0.843990 -4.478533 -0.3 -0.1 0.2
C -2.419718 0.857999 -4.385862 0.2 0.3 -0.1
O -3.046830 -0.402610 -4.433759 -0.1 -0.1 0.1
C -3.073676 -0.997175 -5.706336 0.0 0.0 0.0
C -0.490445 -1.222806 -3.050139 0.0 0.0 0.4
C 0.312885 -1.839721 -1.909654 -0.1 -0.1 -0.1
N 1.741042 -1.608314 -2.061813 0.0 -0.1 -0.2
C 2.519634 -2.254041 -1.008404 0.0 0.0 0.0
C 2.201409 -1.690805 0.346916 -0.1 0.1 0.3
C 2.840089 -0.564720 0.864600 -0.1 -0.4 -0.2
N 2.417772 0.069144 1.939486 0.0 0.3 0.3
C 1.322101 -0.393609 2.540180 0.3 -0.4 -0.5
C 0.783700 0.365934 3.667904 -0.2 0.4 0.5
C 1.400018 1.546009 4.078027 0.0 -0.2 -0.1
C 0.869563 2.263862 5.132573 0.0 0.1 0.1
C -0.270268 1.816589 5.778605 0.0 0.0 -0.1
C -0.898408 0.639775 5.381456 0.0 0.1 0.0
C -2.124509 0.158653 6.097084 0.0 0.0 0.0
C -0.361648 -0.078341 4.326186 0.1 0.1 0.0
N 0.682029 -1.504971 2.174137 -0.2 0.0 0.4
C 1.121351 -2.139965 1.105992 0.4 0.0 -0.2
C 2.053530 -0.197728 -2.200828 0.1 0.1 -0.3
C 1.341196 0.393677 -3.411299 0.0 0.1 0.3
H -3.063035 -0.175461 0.679133 -0.1 -0.1 0.0
H -2.482073 0.896383 1.966764 0.0 0.1 0.1
H -1.456594 -0.414668 1.377972 0.0 -0.1 0.1
H -0.709945 1.775421 0.430746 -0.1 0.0 -0.1
H -2.328287 2.044730 -0.242786 0.1 -0.1 0.0
H -0.575940 0.286020 -5.363076 0.1 0.0 0.0
H -0.560809 1.878721 -4.598198 0.0 0.0 -0.1
H -2.726911 1.291721 -3.430880 0.0 0.1 -0.1
H -2.812396 1.493063 -5.195425 0.0 0.0 0.1
H -2.074685 -1.285554 -6.051005 0.0 0.0 0.0
H -3.687246 -1.891196 -5.612760 0.0 0.0 -0.1
H -3.522032 -0.323882 -6.447624 0.0 0.0 0.0
H -1.551968 -1.366668 -2.854126 0.1 -0.1 -0.1
H -0.236290 -1.738122 -3.978841 0.0 0.0 -0.1
H 0.154863 -2.922809 -1.910689 0.0 0.0 0.1
H -0.067649 -1.442200 -0.957379 0.0 -0.1 -0.1
H 3.578182 -2.109927 -1.242428 0.0 -0.1 0.0
H 2.293131 -3.323666 -1.038834 0.1 0.0 0.0
H 3.729740 -0.157766 0.397015 0.1 0.0 -0.1
H 2.284921 1.880836 3.560845 0.1 0.0 0.0
H 1.344139 3.179475 5.454151 0.0 0.1 0.0
H -0.680428 2.384849 6.601633 0.0 0.1 0.1
H -2.613713 -0.634683 5.538093 -0.1 -0.1 0.0
H -2.829755 0.974831 6.243370 -0.1 0.0 0.0
H -1.856153 -0.229037 7.079868 -0.1 -0.1 0.1
H -0.823100 -0.996667 3.996836 -0.1 -0.1 0.0
H 0.588126 -3.047573 0.845738 0.0 -0.1 -0.1
H 3.135693 -0.106465 -2.333616 0.0 0.1 0.1
H 1.770812 0.386616 -1.306898 0.1 0.0 0.0
H 1.612672 1.445615 -3.509088 0.0 0.0 0.0
H 1.651505 -0.139811 -4.310770 0.0 0.0 -0.1
```
Forces are in eV/Å.

DFT (ωB97M-V/def2-TZVPD) results for a structure of composition C21H22N4NiO5S2Se2.

Total charge: -2
2S+1: 1
Electronic energy in eV: -231738.142
Kohn-Sham gap (alpha / beta) in eV: 5.95 / 5.95
LUMO (alpha / beta) in hartree: 0.158 / 0.158

```
57
Properties=species:S:1:pos:R:3:forces:R:3
Ni -0.368983 -0.827741 0.762943 -1.2 0.4 -1.0
C 0.413053 1.349148 -2.876633 -0.2 -0.1 0.0
C 0.090487 1.046515 -1.429999 -0.1 0.5 0.2
N -0.358260 -0.114683 -1.062407 0.4 -0.6 -0.3
N -0.554321 -1.015396 -2.139592 0.0 0.4 0.3
C -0.662441 -2.236676 -1.747620 0.1 -0.3 -0.2
S -0.632042 -2.839213 -0.168203 -0.1 0.1 0.4
S -0.695068 -3.427951 -3.111634 0.1 0.1 0.1
C 1.035364 -3.174113 -3.670451 0.0 0.0 0.1
C 2.058126 -3.624028 -2.660163 -0.1 0.0 0.0
C 2.545797 -2.740094 -1.702818 -0.1 0.0 0.1
C 3.399237 -3.176339 -0.696263 -0.1 0.0 0.0
C 3.801610 -4.503001 -0.663016 0.0 0.0 0.0
C 3.339942 -5.391666 -1.629277 0.0 0.1 0.0
C 2.466361 -4.954772 -2.613360 0.0 0.0 0.0
C 0.356184 2.126340 -0.471172 0.1 -0.2 -0.4
C 0.941412 3.331018 -0.910336 0.0 0.0 0.1
C 1.311186 4.334431 -0.042265 -0.1 -0.2 0.1
C 1.140662 4.115893 1.341314 0.0 0.1 -0.1
C 0.551336 2.972753 1.801982 -0.2 -0.1 -0.1
C 0.055412 1.970760 0.906672 0.1 0.1 0.2
O -0.648526 1.011611 1.361121 0.1 -0.3 0.3
H 0.174204 0.508837 -3.512977 0.0 -0.1 0.0
H 1.476661 1.582517 -2.952933 0.0 0.0 0.0
H -0.141768 2.224625 -3.220691 0.0 0.0 0.1
H 1.137663 -2.114077 -3.895240 0.0 0.0 0.0
H 1.124647 -3.748084 -4.594783 0.0 0.0 0.0
H 2.208685 -1.710552 -1.698532 0.0 0.0 0.0
H 3.686509 -2.485482 0.085713 0.0 0.0 0.0
H 4.448028 -4.850052 0.133349 0.0 0.0 0.0
H 3.636496 -6.433924 -1.595764 0.0 0.0 0.0
H 2.068386 -5.657767 -3.338963 0.0 0.0 0.0
H 1.123175 3.478096 -1.966680 0.0 0.0 0.0
H 1.763450 5.245558 -0.413015 0.0 0.0 0.0
H 1.497599 4.857666 2.049607 0.0 0.0 0.0
H 0.447716 2.755649 2.858627 0.0 0.0 0.0
O 2.057104 -2.345898 3.495340 -0.5 0.4 0.0
Se 1.226233 -1.045388 2.951589 0.4 0.0 0.0
O -0.396670 -1.452553 2.547857 0.6 0.1 0.1
O 1.759785 -0.593068 1.450826 0.6 0.0 0.3
O 1.216619 0.204121 4.013747 -0.1 -0.5 -0.2
C -2.517139 0.994554 4.087365 -0.1 0.1 -0.1
N -2.998333 1.702643 2.903074 0.1 -0.2 0.2
C -2.602263 2.970407 2.530236 0.0 -0.2 0.1
C -2.942300 3.135998 1.241166 -0.2 -0.1 -0.1
N -3.554448 1.960948 0.834667 0.0 -0.1 -0.2
C -3.829004 1.590085 -0.540107 -0.1 0.1 0.1
C -3.586332 1.069432 1.859049 0.1 0.2 0.1
Se -4.317785 -0.620281 1.856640 0.0 0.1 -0.1
H -2.277698 1.732865 4.851692 0.0 0.0 0.0
H -1.630477 0.413154 3.828080 0.1 0.0 0.0
H -3.299238 0.324366 4.435495 0.0 0.0 0.0
H -2.077104 3.623456 3.202380 0.0 0.0 0.0
H -2.779026 3.961012 0.571363 0.0 0.0 0.0
H -3.870445 2.499530 -1.138156 0.0 0.0 0.0
H -4.776895 1.057806 -0.587187 0.0 0.0 0.0
H -3.042562 0.931004 -0.911660 0.0 0.0 0.0
```
Forces are in eV/Å.

Going through the records in order, we get max |F| values of 0.716, 1.632 eV/Å.